1.
C5H13NO | the ωB97M-V functional and the def2-TZVPD basis

The geometry in XYZ format:
```
20
Properties=species:S:1:pos:R:3:forces:R:3
C -1.5275 0.3684 -3.0413 -0.993 -1.850 0.188
C -1.1986 0.6903 -1.7874 -4.628 -3.117 2.079
C 0.1436 0.5687 -1.2575 1.169 1.978 -1.337
C 0.5189 -0.2907 -0.0836 1.309 0.243 0.247
N 2.0291 -0.2463 -0.0841 3.806 0.574 0.888
C 2.5838 -0.0850 1.2765 -1.706 0.036 0.572
H -0.7569 0.2250 -3.8038 -0.098 0.289 0.192
H -2.4669 -0.2540 -3.2300 0.835 1.931 -0.007
H -2.0931 0.4921 -0.9301 2.215 1.012 -2.376
H 0.4769 1.6233 -1.1177 0.501 -0.763 0.481
H 0.6806 0.1721 -2.1222 0.611 0.198 0.187
H 0.2891 -1.3803 -0.1226 -0.579 0.830 -0.339
H 0.0634 0.1246 0.9024 1.162 -0.508 -1.495
H 2.9781 -0.1005 -0.8503 -5.183 -0.345 2.424
H 2.4274 0.8700 1.8337 0.467 0.412 -1.166
H 2.0350 -0.6707 2.0402 0.253 -0.825 -0.679
H 3.6065 -0.3768 1.2968 0.850 -0.090 0.149
O -2.5200 -0.5556 3.6691 3.193 0.266 -0.826
H -1.5610 -0.6790 3.3303 -2.127 0.811 1.023
H -2.8448 -1.3868 3.3688 -1.057 -1.082 -0.204
```
Positions in Å, forces in eV/Å.

Values from the calculation:
F_max = 5.955 eV/Å
Energy above the lowest of the compared OMol25 structures with the same formula, charge and spin = 479.6 kJ/mol
Structure (SMILES) = C=CCCNC.O
LUMO = 0.60 eV
Orbital gap = 8.8 eV
HOMO = -0.302 hartree



2.
C8H10ClNO2Zr | the ωB97M-V functional and the def2-TZVPD basis

The geometry in XYZ format:
```
23
Properties=species:S:1:pos:R:3:forces:R:3
Cl -2.7762 0.7366 -0.5056 1.164 0.081 0.496
C 0.5380 -1.9172 -0.6609 -0.520 0.374 -1.408
C 1.6806 -1.1586 -0.2717 0.274 0.333 -0.086
C 1.5712 0.1516 -0.8175 -0.513 -0.069 -0.069
H 2.5403 -1.5677 0.2655 -0.359 0.254 -0.030
C 0.3246 0.2405 -1.5360 0.007 -0.776 -0.328
C -0.2867 -1.0752 -1.4865 1.023 -0.033 -0.273
H -1.2081 -1.3536 -2.0055 0.309 0.069 0.325
H 0.3883 -2.9901 -0.5497 0.011 0.286 0.298
H 2.2855 0.9852 -0.7467 -0.318 -0.553 0.143
C -0.2557 1.4600 -2.2047 -0.021 0.137 -0.040
Zr -0.4419 -0.1253 0.6200 -1.990 1.366 0.601
C 0.0602 -1.7102 2.3375 1.569 -4.371 4.726
C -2.6636 -0.5830 1.1494 -4.357 -2.210 3.130
O 0.3419 -2.4712 3.1768 -1.547 4.091 -4.534
O -3.6916 -0.8893 1.6476 4.331 1.241 -2.122
H 0.0960 2.3893 -1.7373 0.200 -0.195 -0.255
H -1.3602 1.5078 -2.1628 0.875 -0.286 -0.412
H 0.0843 1.4195 -3.2451 -0.149 0.295 0.049
N 0.5483 1.5012 2.0031 0.694 -0.038 -0.036
H 0.5093 2.4359 1.5992 -0.138 0.243 -0.194
H 1.5521 1.3849 2.1941 -0.155 -0.149 -0.174
H 0.1634 1.6290 2.9369 -0.391 -0.087 0.192
```
Positions in Å, forces in eV/Å.

Values from the calculation:
F_max = 6.626 eV/Å
Energy above the lowest of the compared OMol25 structures with the same formula, charge and spin = 145.0 kJ/mol
Total charge = +2
LUMO = -10.15 eV
Orbital gap = 7.6 eV
HOMO = -0.650 hartree



3.
C10H25N2O2 | the ωB97M-V functional and the def2-TZVPD basis

The geometry in XYZ format:
```
39
Properties=species:S:1:pos:R:3:forces:R:3
C 3.5093 2.8581 0.7894 -0.200 -0.018 0.048
C 1.9913 2.7193 0.7860 0.084 -0.133 -0.229
C 1.4612 1.7575 -0.2825 0.166 -0.332 0.278
C 1.8521 0.3078 0.0609 0.312 0.665 0.209
O 1.4526 -0.6383 -0.9266 0.031 -0.143 -0.347
N -0.0010 1.8599 -0.3535 0.075 0.507 0.013
C -0.6152 1.5664 -1.6425 -0.191 -0.208 -0.022
C -1.7290 0.5238 -1.4163 -0.028 0.421 -0.478
N -1.2125 -0.3991 -0.3969 0.316 -0.056 0.256
C -2.1274 -1.4023 0.1968 -0.322 -0.506 0.389
C -1.9448 -2.7579 -0.4917 0.103 0.170 0.124
C -0.6151 -3.4500 -0.2043 -0.186 0.034 -0.126
C -1.8596 -1.4063 1.7227 -0.489 0.088 -0.303
O -0.4998 -1.1986 2.0078 0.475 -0.092 0.124
H 3.8745 3.1222 -0.2003 0.090 0.028 -0.091
H 3.8001 3.6465 1.4777 0.099 0.040 0.045
H 3.9976 1.9424 1.1095 0.120 -0.064 0.023
H 1.6466 2.3858 1.7664 -0.106 0.045 0.067
H 1.5601 3.7052 0.5961 -0.100 -0.010 0.039
H 1.9137 2.0252 -1.2512 -0.045 -0.007 0.065
H 2.9313 0.2475 0.2112 -0.024 -0.062 0.017
H 1.3549 0.0066 0.9860 0.059 0.095 -0.049
H 2.0453 -0.5713 -1.6833 -0.018 -0.094 -0.001
H -0.3044 2.7567 0.0040 0.050 0.003 -0.090
H -1.0390 2.4506 -2.1249 0.029 -0.067 0.039
H 0.1320 1.1465 -2.3196 -0.050 0.085 0.065
H -1.9753 -0.0004 -2.3390 -0.038 -0.073 0.098
H -2.6286 1.0052 -1.0281 0.027 -0.137 0.058
H -0.8190 0.2528 0.3278 -0.114 -0.295 -0.331
H -0.3477 -0.8527 -0.7601 -0.296 0.201 0.140
H -3.1560 -1.0677 0.0334 0.125 0.076 -0.026
H -2.7596 -3.4103 -0.1764 -0.078 0.063 -0.051
H -2.0529 -2.6107 -1.5685 -0.092 -0.025 -0.061
H 0.2406 -2.8081 -0.4042 0.143 0.000 0.008
H -0.5243 -4.3253 -0.8414 0.073 -0.088 -0.004
H -0.5685 -3.7980 0.8247 0.062 -0.057 0.142
H -2.3892 -0.5644 2.1782 -0.008 -0.112 -0.025
H -2.2444 -2.3274 2.1662 -0.021 0.030 -0.031
H -0.0266 -2.0379 2.0193 -0.033 0.029 0.016
```
Positions in Å, forces in eV/Å.

Values from the calculation:
F_max = 0.764 eV/Å
Energy above the lowest of the compared OMol25 structures with the same formula, charge and spin = 13.2 kJ/mol
Structure (SMILES) = CC[C@@H](CO)NCC[NH2+][C@@H](CC)CO
Total charge = +1
LUMO = -2.26 eV
Orbital gap = 10.7 eV
HOMO = -0.476 hartree